(1)
Below is a 6-piece molecular cluster, C24H66N6O6 overall at a distorted geometry, with properties calculated with ωB97M-V/def2-TZVPD.

Last column: Löwdin charge in e.
Element x y z (Å)
N1 -0.86 1.68 -1.75  0.060
H1 -4.03 -4.53 4.95  0.089
H2 -5.31 -1.86 2.23  0.070
H3 -1.88 -1.12 -6.56  0.081
H4 1.03 -1.33 1.33  0.067
H5 5.92 -1.43 4.30  0.140
H6 4.67 -0.87 1.72  0.072
C1 0.93 -4.22 1.30  -0.117
H7 3.14 1.34 6.08  0.091
H8 -3.32 0.06 1.23  0.074
C2 -2.12 5.27 -2.86  -0.117
H9 -0.76 1.67 0.99  0.137
C3 0.29 1.54 -0.91  -0.472
C4 6.86 -0.13 2.90  -0.067
O1 -2.68 6.35 -2.15  -0.191
H10 6.62 0.62 2.14  0.080
C5 -4.14 -3.49 5.29  -0.118
H11 5.43 0.95 4.86  0.128
H12 -4.26 7.84 -0.94  0.141
H13 1.96 2.71 -0.21  0.075
H14 -0.15 -4.10 1.16  0.085
C6 -0.73 -0.34 -4.88  -0.433
C7 -5.74 8.46 -2.41  -0.071
H15 -0.23 -1.45 -6.69  0.081
H16 -0.05 -0.51 2.52  0.080
H17 -5.02 -3.38 5.92  0.088
H18 3.44 -3.60 0.45  0.123
H19 -2.35 0.09 2.77  0.058
H20 -1.11 5.14 -2.49  0.080
H21 4.27 1.00 3.52  0.131
H22 0.88 0.21 -3.71  0.046
H23 0.45 3.61 -0.36  0.081
H24 -0.81 0.17 -7.04  0.078
H25 -3.61 9.54 -3.21  0.068
C8 -0.91 -0.66 -6.35  -0.075
H26 -2.01 -1.97 -4.12  0.134
C9 -3.93 6.75 -2.68  -0.240
C10 0.91 -0.47 2.00  -0.073
H27 -2.45 8.79 -2.34  0.067
H28 1.30 -3.34 1.83  0.068
H29 -2.59 -3.51 3.25  0.120
H30 0.47 -2.88 -2.30  0.088
H31 -1.31 0.55 -4.61  0.132
H32 -2.35 -1.98 4.09  0.122
H33 2.11 -0.06 6.09  0.089
O2 1.54 -4.33 0.05  -0.190
C11 2.92 -4.53 0.14  -0.224
H34 -2.08 5.48 -3.94  0.087
H35 -1.22 -2.95 -1.66  0.098
H36 5.25 -5.06 -2.11  0.074
H37 1.03 0.79 -1.29  0.133
C12 -0.07 0.99 0.45  -0.235
H38 -3.27 -3.25 5.92  0.088
H39 3.29 -6.93 -2.32  0.073
C13 -1.00 -1.55 -4.03  -0.208
H40 -4.69 -3.11 1.39  0.074
H41 7.43 0.37 3.69  0.076
C14 2.79 0.51 5.46  -0.133
H42 -2.71 4.35 -2.73  0.086
H43 -5.85 8.52 -3.50  0.080
H44 5.30 -4.30 -0.69  0.068
H45 -6.47 7.73 -2.06  0.078
H46 -0.57 1.96 -2.68  0.065
H47 1.43 3.17 -1.81  0.075
H48 1.33 -0.46 -5.13  0.068
C15 -3.31 -1.80 2.14  -0.430
N2 4.89 -5.10 -1.16  0.040
O3 -4.26 -2.62 4.20  -0.196
H49 -3.84 6.85 -3.78  0.127
H50 -4.10 0.12 2.86  0.080
O4 1.09 0.68 1.17  -0.176
N3 0.65 0.16 -4.69  0.042
C16 1.07 2.84 -0.83  -0.053
O5 3.81 -0.34 5.02  -0.187
N4 4.84 -1.48 2.51  0.045
N5 -4.60 -2.11 1.55  0.039
C17 5.60 -0.74 3.52  -0.444
O6 -0.73 -1.22 -2.68  -0.221
H51 7.46 -0.91 2.45  0.077
H52 2.16 0.89 4.65  0.080
H53 -2.52 -2.05 1.42  0.121
H54 -5.99 9.40 -1.94  0.079
C18 3.44 -5.07 -1.17  -0.458
H55 1.78 -0.50 2.65  0.070
H56 3.06 -7.12 -0.57  0.082
H57 3.02 -4.44 -1.97  0.135
C19 2.87 -6.46 -1.43  -0.065
C20 -3.26 -0.26 2.27  -0.061
H58 -0.32 -2.36 -4.33  0.128
H59 0.02 -1.92 -0.93  0.070
H60 1.09 -5.11 1.93  0.094
H61 3.17 -5.25 0.94  0.133
H62 1.79 -6.45 -1.52  0.074
C21 -3.06 -2.54 3.46  -0.214
H63 -1.38 0.82 -1.86  0.059
C22 -0.36 -2.30 -1.88  -0.104
C23 4.78 0.32 4.23  -0.221
H64 -0.69 0.09 0.27  0.108
N6 -3.40 9.13 -2.31  0.040
C24 -4.33 8.05 -2.01  -0.457
H65 -4.69 5.96 -2.55  0.130
H66 3.91 -1.67 2.90  0.052

## Properties
Gap between HOMO and LUMO: 9.52 eV
ΔE to the lowest compared entry with this formula, charge and spin: 84.7 kJ/mol
SMILES: COC[C@H](C)N.COC[C@H](C)N.COC[C@H](C)N.COC[C@H](C)N.COC[C@H](C)N.COC[C@H](C)N
Multiplicity: 1
LUMO level: 0.5 eV

(2)
Below is C24H28MnN3O8PS2 as an isolated structure, with properties calculated with ωB97M-V/def2-TZVPD.

Last column: natural (NBO) charge in e.
Element x y z (Å)
H1 0.74 -2.07 3.88  0.223
C1 2.32 0.15 -4.13  -0.241
H2 -1.74 2.61 2.31  0.257
C2 -3.68 -0.65 -0.53  0.447
C3 0.53 -1.01 3.95  -0.145
C4 -2.44 -2.15 0.44  -0.028
H3 0.63 -4.30 -4.05  0.221
H4 1.62 -0.73 5.77  0.229
O1 -1.06 -3.77 1.48  -0.597
O2 -5.18 -2.38 2.81  -0.560
H5 -0.31 2.75 4.20  0.216
H6 -2.27 1.02 1.73  0.245
S1 -0.59 1.93 0.41  1.296
O3 2.51 -0.47 -2.83  -0.816
H7 4.14 3.29 -3.35  0.225
C5 1.02 -0.26 5.01  -0.209
O4 -0.23 -2.55 -0.20  -0.801
C6 -1.29 1.39 -3.01  0.036
C7 3.86 2.31 -1.46  -0.192
H8 4.79 1.76 -1.52  0.224
C8 2.30 3.89 -2.41  -0.197
H9 3.32 1.51 0.45  0.210
H10 1.39 1.97 1.65  0.256
H11 -5.28 -0.90 0.85  0.461
P1 1.63 -1.54 -2.14  2.005
H12 -3.49 0.76 -2.11  0.259
Mn1 -0.53 -1.03 -1.34  1.252
C9 -1.19 -2.91 0.63  0.778
C10 -4.12 -2.75 2.39  0.764
C11 3.03 2.16 -0.36  -0.237
C12 2.65 -1.43 0.32  -0.244
C13 -4.26 0.37 -1.44  -0.672
H13 -5.06 -0.07 -2.05  0.257
O5 1.56 -2.72 -3.16  -0.810
O6 -3.38 -3.69 2.94  -0.641
H14 2.76 -2.23 1.04  0.217
H15 1.08 1.68 5.93  0.230
C14 -0.56 0.95 3.05  -0.084
H16 1.59 0.95 -4.05  0.204
N1 -4.35 -1.15 0.53  -0.467
C15 3.49 3.17 -2.49  -0.208
C16 1.84 2.88 -0.27  0.025
H17 3.53 -0.79 0.32  0.197
H18 0.68 3.60 1.43  0.255
S2 -1.00 -0.22 -3.48  -0.167
C17 -0.07 1.70 4.12  -0.198
N2 -2.51 -1.26 -0.62  -0.603
C18 0.95 2.66 0.93  -0.628
N3 -1.52 2.48 -2.70  -0.348
H19 0.87 -4.49 -2.29  0.215
O7 2.53 -2.05 -0.98  -0.799
H20 -0.64 -0.99 2.15  0.199
C19 -3.58 -2.09 1.16  0.039
H21 2.01 4.56 -3.20  0.229
H22 3.28 0.54 -4.42  0.213
C20 1.48 3.74 -1.30  -0.221
O8 -0.17 0.56 -0.14  -1.072
C21 -1.40 1.62 2.00  -0.598
H23 -2.53 -3.82 2.46  0.518
C22 -0.26 -0.40 2.97  -0.220
H24 -0.41 -3.42 -2.92  0.169
H25 0.55 4.30 -1.24  0.227
H26 1.99 -0.60 -4.85  0.202
C23 0.71 1.09 5.10  -0.195
H27 1.76 -0.85 0.56  0.191
H28 -4.68 1.20 -0.87  0.247
C24 0.59 -3.80 -3.09  -0.237

## Properties
Gap between HOMO and LUMO (alpha / beta): 7.19 / 8.67 eV
ΔE to the lowest compared entry with this formula, charge and spin: 0.0 kJ/mol
Multiplicity: 5
Charge: +1
LUMO level (alpha / beta): -4.9 / -3.4 eV

(3)
Below is C21H17I2N3Pb as an isolated structure, with properties calculated with ωB97M-V/def2-TZVPD.

Last column: natural (NBO) charge in e.
Element x y z (Å)
C1 -2.32 -0.87 1.42  -0.182
C2 0.99 3.82 -1.80  -0.289
H1 2.14 -2.50 -1.43  0.211
C3 -4.76 -1.14 1.64  -0.259
H2 0.33 -3.85 -1.80  0.198
C4 2.91 0.61 -1.86  0.393
N1 0.26 1.69 -1.00  -0.474
C5 -1.14 3.62 -0.74  -0.289
C6 -0.18 4.41 -1.37  -0.144
C7 0.13 -0.53 2.74  -0.211
H3 4.89 1.44 -2.14  0.211
C8 -3.64 -1.04 0.88  -0.091
C9 -3.44 -0.91 3.63  -0.189
C10 -0.87 2.28 -0.59  0.069
H4 0.99 -0.53 0.78  0.207
H5 4.57 -2.81 -1.64  0.227
H6 1.76 4.40 -2.30  0.211
H7 -0.34 5.46 -1.52  0.220
C11 4.14 -1.82 -1.71  -0.289
H8 3.03 2.56 -2.32  0.392
H9 -3.34 -0.86 4.70  0.208
H10 -5.55 -1.17 3.65  0.217
H11 -0.98 -0.57 4.56  0.206
C12 2.78 -1.65 -1.59  0.062
I1 -1.76 -4.43 -0.29  0.047
C13 -4.66 -1.08 3.05  -0.216
C14 -2.26 -0.80 2.84  0.019
H12 -1.59 1.62 -0.11  0.214
H13 0.56 -3.22 -0.15  0.204
H14 1.09 -0.40 3.23  0.209
H15 -5.73 -1.27 1.18  0.223
H16 6.00 -0.77 -2.01  0.221
H17 -2.07 4.04 -0.39  0.226
I2 -3.95 -1.11 -1.20  0.213
C15 0.06 -0.61 1.33  -0.259
C16 -1.12 -0.78 0.65  -0.380
C17 4.31 0.53 -1.99  -0.282
N2 2.36 1.88 -2.02  -0.576
C18 -1.01 -0.63 3.48  -0.210
Pb1 -0.73 -1.06 -1.63  1.026
C19 4.92 -0.69 -1.92  -0.142
C20 -0.12 -3.25 -1.00  -1.068
C21 1.17 2.45 -1.59  0.395
N3 2.15 -0.46 -1.66  -0.477

## Properties
Gap between HOMO and LUMO: 7.61 eV
ΔE to the lowest compared entry with this formula, charge and spin: 0.0 kJ/mol
Multiplicity: 1
LUMO level: 0.4 eV